# C75H182ClN11O15

A cluster of 16 separate species, C75H182ClN11O15 in total in a non-equilibrium geometry (wB97M-V/def2-TZVPD, OMol25).

For the HOMO energy, the calculation gives -16.08 eV.

```
! wB97M-V def2-TZVPD RIJCOSX def2/J DEFGRID3
* xyz 6 1
C -5.12412 -8.38598 4.28619
N -5.13922 -9.91744 4.27289
C -4.18438 -10.41229 3.12605
C -4.54821 -10.47752 5.53551
C -6.52347 -10.46058 4.14680
C -7.52413 -9.55412 3.44586
O -7.10610 -9.16894 2.14164
H -4.04137 -8.14248 4.26396
H -5.51247 -8.05685 5.21374
H -5.63290 -7.98332 3.46344
H -3.19586 -9.93863 3.26809
H -4.55441 -10.08896 2.14051
H -4.06945 -11.49558 3.20092
H -4.56434 -11.54263 5.48802
H -5.10373 -10.12859 6.43158
H -3.57577 -10.08498 5.61509
H -6.85800 -10.59514 5.15348
H -6.39683 -11.43045 3.55675
H -7.65511 -8.59029 4.02627
H -8.42152 -10.11579 3.41256
H -7.53493 -9.67446 1.43030
C -0.40749 -5.74173 5.83777
N 0.07707 -4.38787 6.07418
C 1.51438 -4.38339 6.48375
C 0.06784 -3.57088 4.80724
C -0.86494 -3.75381 7.07960
C -1.29229 -4.58474 8.20317
O -2.27768 -5.52776 7.89048
H -1.42507 -5.64401 5.53645
H -0.35868 -6.29901 6.75639
H 0.15192 -6.33341 5.10496
H 1.83101 -3.30163 6.52685
H 2.10355 -4.86829 5.68520
H 1.60762 -4.88447 7.44452
H 0.79862 -3.98907 4.08083
H 0.44847 -2.55862 5.07842
H -1.01104 -3.51219 4.54787
H -1.74081 -3.40984 6.42618
H -0.33601 -2.81667 7.37612
H -1.72012 -3.81581 8.91145
H -0.46554 -5.13201 8.61943
H -3.18543 -5.41902 8.11702
C -4.72390 -0.10596 4.35384
N -4.54704 0.09977 5.84636
C -5.22510 1.33186 6.18294
C -5.17530 -1.04009 6.55854
C -3.12181 0.11583 6.19458
C -2.25307 1.30809 5.87045
O -2.71856 2.42989 6.51749
H -4.02450 -0.88384 4.02575
H -4.71270 0.86099 3.81706
H -5.75302 -0.43595 4.24960
H -4.82736 2.10793 5.62245
H -5.03241 1.57935 7.22051
H -6.30214 1.24026 6.04633
H -5.12010 -1.01528 7.62906
H -4.54245 -1.86246 6.26773
H -6.21445 -1.14882 6.14519
H -2.71450 -0.85160 5.84245
H -3.08755 0.08354 7.24969
H -2.13149 1.48136 4.78755
H -1.29722 0.96153 6.28285
H -1.96781 3.04245 6.61770
C 2.64768 2.01001 7.59422
N 3.07454 2.08830 6.18219
C 4.43102 1.50164 5.93022
C 2.12191 1.25246 5.37031
C 2.98187 3.47459 5.66554
C 3.55514 3.78314 4.32741
O 2.79515 3.30011 3.21204
H 3.28619 2.71537 8.13892
H 2.83848 1.01083 8.00485
H 1.57800 2.14881 7.70484
H 4.73072 1.63493 4.90079
H 4.36076 0.42466 6.08982
H 5.18680 2.00073 6.55460
H 1.91096 0.28060 5.84683
H 2.50922 1.08234 4.36467
H 1.19239 1.83976 5.23258
H 3.47904 4.10814 6.37467
H 1.91871 3.76091 5.76346
H 4.61961 3.35839 4.22204
H 3.64544 4.84922 4.18029
H 1.91752 3.73151 3.32932
C 5.83152 -2.80093 -7.60841
N 5.68533 -2.31372 -6.13647
C 6.34225 -0.95828 -6.19663
C 4.26841 -2.08025 -5.65926
C 6.35358 -3.23210 -5.25889
C 6.53034 -2.86349 -3.75803
O 7.42368 -3.83507 -3.20727
H 5.05976 -2.28985 -8.20761
H 5.64531 -3.88229 -7.62044
H 6.80683 -2.54228 -8.01791
H 6.48951 -0.53904 -5.21217
H 5.82025 -0.27398 -6.80626
H 7.31727 -1.07357 -6.63494
H 4.30276 -1.54686 -4.71343
H 3.72580 -3.02028 -5.64947
H 3.64107 -1.53776 -6.37994
H 7.36104 -3.20139 -5.73377
H 5.88255 -4.14535 -5.48952
H 5.61484 -2.77784 -3.18653
H 6.91557 -1.81439 -3.70796
H 8.27781 -3.38452 -3.31804
C 8.37703 -4.90932 -0.69996
N 7.72406 -4.32162 0.59065
C 7.92887 -5.33830 1.62839
C 8.26645 -3.00687 0.91095
C 6.32128 -4.28443 0.25990
C 5.43436 -3.59056 1.24512
O 5.20605 -2.21426 0.83042
H 7.85857 -5.82667 -1.00359
H 9.41448 -5.14454 -0.47963
H 8.18544 -4.16872 -1.53220
H 7.47751 -4.95653 2.52806
H 8.98680 -5.43191 1.72540
H 7.52696 -6.27242 1.26985
H 9.33726 -3.05155 0.98368
H 7.96676 -2.71660 1.93340
H 8.06273 -2.22061 0.17376
H 5.94786 -5.30330 0.19452
H 6.16251 -3.77565 -0.68818
H 5.90249 -3.56490 2.22544
H 4.50946 -4.18318 1.22429
H 4.51937 -1.88841 1.47591
C 12.28331 2.12439 -2.89107
N 11.76531 3.48562 -2.47794
C 12.86567 4.22066 -1.80253
C 11.26232 4.29556 -3.64111
C 10.68241 3.26351 -1.47164
C 9.22344 2.99995 -2.02917
O 9.19971 1.71400 -2.64103
H 12.87095 1.71309 -2.06680
H 12.90853 2.20953 -3.76201
H 11.40681 1.53665 -3.10006
H 13.16343 3.62581 -0.93788
H 12.39250 5.15872 -1.49568
H 13.67085 4.47177 -2.52777
H 10.66905 5.18939 -3.25837
H 10.66437 3.67720 -4.31481
H 12.10038 4.74171 -4.14702
H 10.69476 4.16200 -0.82522
H 10.99800 2.51288 -0.79625
H 8.87247 3.78913 -2.74579
H 8.58668 3.12112 -1.13865
H 8.23461 1.37366 -2.73488
C -0.00852 2.98603 -11.29750
C -0.53860 2.34688 -9.98179
C -0.68685 3.35483 -8.86786
N -1.53816 2.96664 -7.57419
C -0.89926 1.89021 -6.85169
C -3.00875 2.71460 -7.92028
C -3.68731 2.79683 -6.57256
C -2.92243 3.95676 -5.87268
C -1.69398 4.18855 -6.76241
H 0.96475 3.42338 -11.21497
H -0.63655 3.79886 -11.67978
H 0.04041 2.13079 -11.96378
H 0.12169 1.47873 -9.77336
H -1.53495 1.91213 -10.18753
H -1.23261 4.24867 -9.23604
H 0.26200 3.78139 -8.50607
H 0.05832 2.24889 -6.49987
H -0.82158 1.00179 -7.49029
H -1.51139 1.59649 -5.92797
H -3.03822 1.75211 -8.44130
H -3.32873 3.45761 -8.70457
H -3.51863 1.83374 -6.06893
H -4.76391 3.02401 -6.57165
H -2.62259 3.57308 -4.91097
H -3.57412 4.80034 -5.76150
H -0.75505 4.28673 -6.18496
H -1.59247 5.03895 -7.47742
C -8.94723 -1.36825 -7.32022
C -9.79905 -0.84653 -6.16460
C -10.32044 -1.99524 -5.32368
N -11.38315 -1.65484 -4.20153
C -12.72677 -1.54243 -4.74374
C -10.95327 -0.39325 -3.59095
C -9.77345 -0.87174 -2.73494
C -9.91531 -2.36667 -2.55345
C -11.25570 -2.67588 -3.14590
H -7.97539 -1.90024 -6.85222
H -8.44953 -0.70660 -8.05181
H -9.56627 -2.04687 -7.97428
H -10.69778 -0.43052 -6.69914
H -9.27196 -0.09836 -5.60742
H -9.54821 -2.56966 -4.77978
H -10.76583 -2.69792 -6.07329
H -13.48567 -1.68493 -4.03152
H -12.83933 -2.35264 -5.47955
H -12.93130 -0.58188 -5.19549
H -11.86430 -0.10555 -3.01440
H -10.70587 0.25023 -4.43528
H -9.77795 -0.34348 -1.72488
H -8.82795 -0.59153 -3.17191
H -9.92822 -2.70073 -1.47923
H -9.12155 -2.99132 -3.05489
H -12.07921 -2.47854 -2.42833
H -11.34397 -3.61872 -3.61559
C -2.66189 11.48707 1.95427
C -2.18538 10.49953 0.82188
C -1.50588 9.26036 1.45427
N -1.49224 8.02998 0.61084
C -2.91564 7.51808 0.54706
C -0.45367 7.04060 1.07609
C -0.10900 6.21001 -0.21287
C -0.81753 6.98134 -1.37538
C -1.01122 8.34907 -0.73418
H -3.24881 10.84717 2.57857
H -3.28515 12.31435 1.59960
H -1.83538 11.87352 2.50166
H -1.47350 11.00769 0.17843
H -3.01377 10.23499 0.16201
H -1.99258 8.94577 2.35305
H -0.48543 9.50246 1.80219
H -3.53887 7.84344 -0.32408
H -3.39499 7.75377 1.46890
H -2.89522 6.41938 0.41666
H -0.87324 6.42694 1.87023
H 0.46531 7.53014 1.37078
H -0.46117 5.16235 -0.19010
H 0.97952 6.19280 -0.31042
H -1.71388 6.45387 -1.69596
H -0.22365 7.08450 -2.30590
H -1.76037 8.87486 -1.32603
H -0.07086 8.93642 -0.73895
C 1.62402 0.19624 -3.40017
C 1.09938 -0.30306 -2.05760
C 0.59202 0.86705 -1.28961
N 0.84309 0.82172 0.20058
C 2.31767 0.84793 0.47317
C 0.31939 -0.38766 0.93325
C -0.07827 0.20329 2.30559
C -0.66330 1.56196 1.97355
C 0.14334 2.06815 0.72834
H 0.89335 0.84331 -3.92330
H 1.78453 -0.66363 -4.10084
H 2.54649 0.67685 -3.29504
H 1.77637 -0.90570 -1.45260
H 0.19339 -0.97619 -2.19490
H -0.48184 0.91622 -1.42314
H 0.99224 1.82698 -1.68099
H 2.49257 1.13222 1.52131
H 2.83097 1.50608 -0.23838
H 2.73598 -0.12436 0.33414
H 0.98823 -1.23061 0.93822
H -0.62900 -0.69450 0.47180
H 0.77761 0.24510 2.96627
H -0.74587 -0.44793 2.86503
H -0.43514 2.16809 2.80765
H -1.71994 1.57271 1.74598
H 0.86186 2.84338 0.98627
H -0.55227 2.51069 -0.01264
C 4.96332 1.72270 -2.10754
C 5.53712 0.57250 -2.87767
O 4.84980 -0.40138 -3.12860
O 6.76592 0.60969 -3.18067
H 3.85962 1.83885 -2.22036
H 5.51888 2.62432 -2.36378
H 5.13007 1.46835 -1.01689
C -3.89618 0.47510 -3.04928
C -2.67051 1.27336 -2.81085
O -2.38357 1.54561 -1.63294
O -2.08820 1.64157 -3.89119
H -4.70072 1.10652 -2.67058
H -3.90315 -0.52282 -2.60068
H -3.99085 0.46813 -4.15565
C -1.13135 5.77794 4.37627
C -0.27853 4.57176 4.18352
O -0.48495 3.54476 4.82162
O 0.69822 4.63873 3.41810
H -1.97401 5.78856 3.67169
H -0.61931 6.75163 4.18222
H -1.61198 5.83676 5.37093
C -4.66609 -3.92199 3.58900
C -3.51050 -3.90776 4.57699
O -3.02298 -2.78163 4.93272
O -3.10482 -5.01480 5.01153
H -4.96640 -4.92464 3.23167
H -4.50288 -3.32758 2.69460
H -5.53958 -3.48833 4.11513
Cl 3.44832 -1.62441 3.53334
*
```